Entry 1:
{
  "formula": "CH30O18",
  "method": "wB97M-V/def2-TZVPD",
  "species": ["C", "O", "O", "O", "O", "H", "H", "O", "H", "H", "O", "H", "H", "O", "H", "H", "O", "H", "H", "O", "H", "H", "O", "H", "H", "O", "H", "H", "O", "H", "H", "O", "H", "H", "O", "H", "H", "O", "H", "H", "O", "H", "H", "O", "H", "H", "O", "H", "H"],
  "xyz": [[0.224, 0.370, 0.285], [0.333, 1.462, -0.519], [1.308, -0.171, 0.459], [-0.845, -0.219, 0.446], [-3.696, -0.681, 2.470], [-2.964, -0.067, 2.504], [-4.458, -0.146, 2.562], [-1.381, 1.553, -2.469], [-0.806, 1.543, -1.701], [-2.231, 1.272, -2.119], [1.652, -1.951, 2.224], [1.468, -2.794, 1.814], [1.446, -1.256, 1.547], [1.589, 2.442, -3.560], [2.077, 1.990, -4.265], [1.422, 1.654, -2.984], [-2.856, 1.396, -0.291], [-3.569, 0.740, -0.410], [-2.030, 0.860, -0.138], [0.139, 3.656, 0.760], [0.419, 2.845, 0.347], [0.029, 3.572, 1.697], [-2.594, -1.560, -0.872], [-1.978, -0.995, -0.384], [-3.412, -1.639, -0.387], [-0.655, -1.678, -2.834], [0.133, -1.157, -2.789], [-1.169, -1.449, -2.064], [1.539, -0.360, -2.432], [1.948, -1.184, -2.334], [1.264, -0.016, -1.550], [0.274, -2.618, -0.193], [0.828, -2.894, -0.929], [0.297, -1.647, -0.064], [3.808, -1.175, 0.000], [4.222, -1.302, 0.829], [2.946, -0.809, 0.218], [-1.308, -3.277, 1.889], [-0.536, -3.754, 1.626], [-1.259, -2.609, 1.160], [-1.413, 0.793, 2.735], [-1.080, 0.487, 1.901], [-1.700, 1.678, 2.520], [2.098, 1.126, 2.566], [1.478, 1.228, 3.332], [1.609, 0.725, 1.814], [2.875, 1.929, -0.741], [2.472, 2.599, -1.226], [2.044, 1.491, -0.454]],
  "total_charge": -2,
  "gap_ha": 0.322,
  "homo_energy_ev": -3.79
}



Entry 2:
{
  "formula": "C7H8Cl2OP",
  "method": "wB97M-V/def2-TZVPD",
  "species": ["C", "C", "C", "C", "C", "C", "C", "O", "P", "Cl", "Cl", "H", "H", "H", "H", "H", "H", "H", "H"],
  "xyz": [[-2.292, -1.443, 0.181], [-2.390, -0.493, 1.154], [-1.385, -1.276, -0.843], [-1.504, 0.558, 1.282], [-0.563, -0.166, -0.773], [-0.577, 0.659, 0.310], [0.332, 1.783, 0.400], [3.080, -0.097, -1.725], [3.313, -0.742, -0.285], [5.183, -0.250, 0.060], [2.046, 1.136, 0.933], [-2.780, -2.368, 0.320], [-3.205, -0.596, 1.761], [-1.411, -1.892, -1.627], [-1.408, 1.154, 2.238], [0.242, -0.128, -1.498], [-0.041, 2.356, 1.198], [0.731, 2.235, -0.572], [2.629, -0.429, -2.514]],
  "total_charge": 1,
  "gap_ha": 0.261,
  "homo_energy_ev": -12.89
}



Entry 3:
{
  "formula": "C20H30BN10O6PPbS3",
  "method": "wB97M-V/def2-TZVPD",
  "species": ["Pb", "C", "C", "N", "N", "C", "B", "N", "C", "C", "C", "N", "N", "C", "C", "C", "N", "H", "H", "H", "H", "H", "H", "H", "H", "H", "H", "O", "N", "N", "O", "C", "C", "C", "C", "C", "C", "H", "H", "H", "H", "H", "C", "N", "C", "N", "S", "H", "H", "H", "H", "H", "H", "C", "P", "C", "C", "O", "H", "H", "H", "H", "H", "H", "H", "H", "H", "O", "S", "O", "O", "S"],
  "xyz": [[0.047, 0.405, 0.047], [-2.761, -3.125, -1.340], [-2.256, -2.200, -0.423], [-1.369, -1.402, -1.012], [-1.291, -1.782, -2.303], [-2.117, -2.817, -2.524], [-0.331, -1.105, -3.315], [-0.607, 0.413, -3.378], [-0.999, 1.133, -4.443], [-1.046, 2.464, -4.079], [-0.663, 2.462, -2.733], [-0.398, 1.228, -2.326], [1.134, -1.331, -2.894], [2.145, -1.817, -3.634], [3.316, -1.677, -2.915], [2.913, -1.069, -1.719], [1.601, -0.872, -1.712], [-3.491, -3.897, -1.170], [-2.474, -2.067, 0.626], [-2.188, -3.256, -3.505], [-0.518, -1.584, -4.401], [-1.206, 0.647, -5.382], [-1.308, 3.307, -4.693], [-0.576, 3.287, -2.043], [1.961, -2.219, -4.616], [4.310, -1.959, -3.217], [3.495, -0.778, -0.858], [-0.306, 2.218, 2.521], [0.871, 2.154, 3.236], [1.824, 2.294, 2.427], [1.723, 2.509, 1.193], [3.151, 2.199, 3.024], [4.183, 2.846, 2.372], [5.457, 2.760, 2.911], [5.674, 2.029, 4.071], [4.620, 1.377, 4.697], [3.339, 1.454, 4.175], [3.980, 3.391, 1.462], [6.280, 3.261, 2.420], [6.671, 1.958, 4.484], [4.796, 0.789, 5.588], [2.509, 0.928, 4.624], [1.489, -4.191, -0.346], [2.281, -3.313, 0.495], [1.731, -2.411, 1.331], [0.448, -2.596, 1.660], [2.598, -1.082, 1.903], [2.148, -4.663, -1.071], [0.720, -3.633, -0.890], [1.017, -4.984, 0.238], [3.197, -3.053, 0.171], [-0.088, -3.368, 1.305], [-0.004, -1.939, 2.283], [-3.876, 1.002, -1.821], [-3.512, 1.603, -0.166], [-4.250, 3.233, -0.006], [-4.414, 0.532, 0.950], [-2.032, 1.675, 0.080], [-4.951, 0.969, -2.005], [-3.463, -0.006, -1.909], [-3.392, 1.638, -2.563], [-5.322, 3.208, -0.203], [-3.765, 3.916, -0.703], [-4.076, 3.583, 1.012], [-5.486, 0.618, 0.764], [-4.193, 0.792, 1.984], [-4.105, -0.500, 0.787], [-0.727, -0.657, 4.375], [-1.758, -0.139, 3.519], [-3.126, -0.266, 3.963], [-1.544, -0.504, 2.107], [-1.637, 1.980, 3.511]],
  "total_charge": 0,
  "gap_ha": 0.312,
  "homo_energy_ev": -8.18
}



Entry 4:
{
  "formula": "C37H55CuF6P3Si",
  "method": "wB97M-V/def2-TZVPD",
  "species": ["Cu", "C", "Si", "C", "C", "C", "C", "C", "C", "P", "C", "C", "C", "C", "C", "C", "C", "C", "C", "C", "C", "C", "C", "C", "C", "C", "C", "C", "P", "C", "C", "C", "C", "C", "C", "C", "C", "C", "C", "C", "C", "H", "H", "H", "H", "H", "H", "H", "H", "H", "H", "H", "H", "H", "H", "H", "H", "H", "H", "H", "H", "H", "H", "H", "H", "H", "H", "H", "H", "H", "H", "H", "H", "H", "H", "H", "H", "H", "H", "H", "H", "H", "H", "H", "H", "H", "H", "H", "H", "H", "H", "H", "H", "H", "H", "H", "F", "P", "F", "F", "F", "F", "F"],
  "xyz": [[-0.419, -0.006, -0.033], [2.589, 2.470, 1.099], [0.877, 1.882, 1.263], [-0.337, 3.126, 0.608], [-0.588, 4.191, 1.477], [-1.424, 5.229, 1.085], [-1.987, 5.217, -0.185], [-1.724, 4.171, -1.062], [-0.914, 3.107, -0.665], [-0.460, 1.639, -1.635], [0.739, 2.149, -2.916], [0.201, 3.290, -3.782], [1.191, 3.615, -4.904], [2.560, 3.971, -4.331], [3.100, 2.836, -3.465], [2.123, 2.465, -2.350], [-1.853, 0.940, -2.643], [-2.070, -0.543, -2.294], [-2.933, -1.236, -3.364], [-3.955, -0.269, -3.984], [-4.377, 0.783, -2.964], [-3.195, 1.694, -2.590], [0.503, 1.228, 2.933], [1.332, 1.717, 3.946], [1.186, 1.278, 5.258], [0.222, 0.333, 5.554], [-0.617, -0.151, 4.556], [-0.499, 0.299, 3.248], [-1.619, -0.210, 1.912], [-2.384, -1.832, 2.268], [-1.334, -2.970, 2.269], [-1.918, -4.255, 2.879], [-3.400, -4.391, 2.545], [-4.212, -3.245, 3.181], [-3.342, -2.008, 3.453], [-2.923, 1.096, 1.937], [-3.307, 1.655, 3.315], [-4.458, 2.641, 3.131], [-5.740, 1.926, 2.662], [-5.440, 0.609, 1.931], [-4.168, 0.707, 1.088], [2.634, 3.556, 1.224], [2.969, 2.222, 0.111], [3.221, 1.972, 1.833], [-0.151, 4.213, 2.473], [-1.633, 6.044, 1.767], [-2.633, 6.028, -0.498], [-2.164, 4.187, -2.050], [0.837, 1.246, -3.534], [0.076, 4.183, -3.159], [-0.781, 3.046, -4.197], [0.798, 4.428, -5.516], [1.288, 2.744, -5.561], [2.468, 4.879, -3.723], [3.261, 4.202, -5.134], [4.067, 3.098, -3.033], [3.267, 1.953, -4.091], [2.044, 3.298, -1.639], [2.495, 1.594, -1.807], [-1.463, 0.974, -3.665], [-2.579, -0.597, -1.323], [-1.116, -1.079, -2.201], [-3.449, -2.083, -2.908], [-2.287, -1.651, -4.139], [-4.818, -0.821, -4.355], [-3.521, 0.234, -4.855], [-4.759, 0.283, -2.066], [-5.196, 1.394, -3.344], [-3.356, 2.105, -1.592], [-3.157, 2.546, -3.273], [2.117, 2.432, 3.723], [1.840, 1.659, 6.032], [0.112, -0.034, 6.567], [-1.373, -0.878, 4.815], [-2.995, -1.958, 1.365], [-0.438, -2.669, 2.817], [-1.010, -3.162, 1.248], [-1.786, -4.253, 3.965], [-1.357, -5.113, 2.509], [-3.783, -5.353, 2.881], [-3.520, -4.383, 1.457], [-4.664, -3.575, 4.118], [-5.038, -2.962, 2.523], [-2.775, -2.165, 4.373], [-3.971, -1.139, 3.620], [-2.427, 1.922, 1.419], [-2.441, 2.148, 3.762], [-3.601, 0.866, 4.012], [-4.146, 3.385, 2.387], [-4.644, 3.192, 4.053], [-6.309, 2.589, 2.007], [-6.384, 1.720, 3.518], [-6.280, 0.337, 1.290], [-5.342, -0.206, 2.651], [-4.321, 1.473, 0.324], [-4.016, -0.227, 0.539], [0.817, -2.019, 0.434], [2.292, -1.465, -0.023], [3.615, -0.705, -0.429], [2.646, -2.783, -0.797], [1.790, -0.001, 0.805], [2.898, -1.945, 1.347], [1.525, -0.828, -1.321]],
  "total_charge": 1,
  "gap_ha": 0.297,
  "homo_energy_ev": -11.59
}



Entry 5:
{
  "formula": "C12H40N2O9",
  "method": "wB97M-V/def2-TZVPD",
  "species": ["C", "O", "C", "C", "N", "C", "C", "O", "C", "H", "H", "H", "H", "H", "H", "H", "H", "H", "H", "H", "H", "H", "H", "H", "C", "O", "C", "C", "N", "C", "C", "O", "C", "H", "H", "H", "H", "H", "H", "H", "H", "H", "H", "H", "H", "H", "H", "H", "O", "H", "H", "O", "H", "H", "O", "H", "H", "O", "H", "H", "O", "H", "H"],
  "xyz": [[-5.069, -3.538, -1.078], [-4.058, -2.669, -1.521], [-2.936, -2.639, -0.677], [-1.951, -1.594, -1.205], [-2.524, -0.265, -1.271], [-2.716, 0.387, 0.025], [-3.951, 1.259, -0.026], [-5.137, 0.556, -0.350], [-5.707, -0.106, 0.761], [-5.380, -3.326, -0.050], [-4.798, -4.591, -1.196], [-5.920, -3.342, -1.734], [-2.526, -3.621, -0.409], [-3.262, -2.279, 0.317], [-1.601, -1.907, -2.193], [-1.063, -1.604, -0.568], [-3.438, -0.355, -1.703], [-1.827, 0.898, 0.398], [-2.916, -0.373, 0.799], [-3.894, 2.011, -0.821], [-4.022, 1.854, 0.895], [-5.024, -0.741, 1.325], [-6.550, -0.685, 0.373], [-6.190, 0.621, 1.429], [6.593, -3.704, -0.127], [5.508, -2.793, -0.250], [4.271, -3.476, -0.312], [3.137, -2.501, 0.015], [2.946, -1.522, -1.031], [2.088, -0.417, -0.593], [2.033, 0.661, -1.661], [3.216, 1.426, -1.764], [3.616, 2.131, -0.627], [7.513, -3.120, -0.103], [6.580, -4.409, -0.959], [6.548, -4.200, 0.850], [4.233, -4.273, 0.439], [4.091, -3.890, -1.312], [3.394, -2.094, 1.006], [2.256, -3.137, 0.144], [3.847, -1.134, -1.300], [2.417, -0.011, 0.377], [1.090, -0.826, -0.406], [1.128, 1.253, -1.474], [1.958, 0.174, -2.632], [2.838, 2.743, -0.166], [4.401, 2.826, -0.935], [4.097, 1.483, 0.113], [-0.394, 4.017, -1.991], [-0.465, 3.243, -2.559], [-0.005, 3.682, -1.158], [0.397, 2.636, 3.873], [1.080, 3.201, 3.485], [-0.432, 2.967, 3.508], [2.618, 3.967, 2.350], [2.451, 4.906, 2.198], [3.578, 3.891, 2.377], [0.241, 2.992, 0.541], [-0.598, 3.254, 0.947], [0.915, 3.448, 1.061], [-2.025, 3.894, 2.240], [-2.282, 4.547, 2.901], [-2.417, 4.216, 1.417]],
  "smiles": "COCCNCCOC.COCCNCCOC.O.O.O.O.O",
  "total_charge": 0,
  "gap_ha": 0.313,
  "homo_energy_ev": -8.57
}



Entry 6:
{
  "formula": "C5H11NO",
  "method": "wB97M-V/def2-TZVPD",
  "species": ["C", "C", "C", "C", "N", "C", "O", "H", "H", "H", "H", "H", "H", "H", "H", "H", "H", "H"],
  "xyz": [[-2.290, -0.736, -1.452], [-1.486, 0.294, -1.679], [-0.123, 0.572, -1.085], [0.190, 0.191, 0.363], [-0.126, -1.252, 0.593], [1.631, 0.519, 0.679], [1.862, 0.576, 2.071], [-3.348, -0.668, -1.696], [-1.999, -1.712, -1.103], [-1.895, 1.163, -2.186], [0.716, 0.308, -1.741], [-0.065, 1.664, -1.160], [-0.507, 0.761, 0.974], [-0.733, -1.391, 1.386], [0.783, -1.676, 0.745], [1.856, 1.521, 0.317], [2.298, -0.170, 0.149], [1.700, -0.262, 2.518]],
  "smiles": "C=CC[C@@H](N)CO",
  "total_charge": 0,
  "gap_ha": 0.377,
  "homo_energy_ev": -9.40
}